(1)
ORCA calculation (wB97M-V/def2-TZVPD) on a structure of composition C21H17Cl5DyN3O4Se at a distorted geometry.

CARTESIAN COORDINATES (ANGSTROEM)
Dy -0.737832 0.192957 0.182151
O 1.084490 0.938228 7.241752
C 1.412924 1.934898 6.539041
O 1.806596 3.051641 6.825270
C 1.075481 1.447821 5.017456
C 1.766557 0.391666 4.417530
C 1.309079 -0.112185 3.213315
N 0.256079 0.328868 2.472792
C -0.358256 1.440140 3.065907
C -0.026101 1.930164 4.280486
C -1.498866 2.063648 2.338940
O -2.080997 1.259380 1.424140
O -1.706657 3.230757 2.456149
H 2.507420 -0.135722 4.988891
H 1.816350 -0.975814 2.777849
H -0.633987 2.742969 4.676608
Cl -1.022944 -1.046153 -4.108190
C -1.096065 -2.321975 -2.836148
C -1.234542 -1.886679 -1.486257
C -1.394447 -2.903296 -0.577981
Cl -1.656232 -2.438527 1.095288
C -1.450072 -4.271989 -0.915217
Cl -1.882180 -5.426184 0.200903
C -1.153350 -4.643937 -2.237040
Cl -1.357253 -6.299624 -2.605144
C -1.002556 -3.639286 -3.226917
Cl -0.763174 -4.150016 -4.854989
N 1.879261 -1.044020 -2.908819
C 2.695399 -1.953695 -2.059554
C 3.106601 -1.146293 -0.823261
N 2.025766 -0.890566 0.134152
H 1.305409 -1.488074 -3.634122
H 2.427948 -0.322839 -3.411687
H 1.169321 -0.460577 -2.339246
H 3.568498 -2.308110 -2.652137
H 2.059847 -2.750591 -1.660090
H 3.556052 -0.174154 -1.112820
H 3.852685 -1.691565 -0.295277
H 2.323283 -0.108641 0.731291
H 1.845264 -1.680428 0.719189
Se 1.034315 1.922115 -1.260486
C -0.741362 2.561398 -1.588391
C -1.761891 1.621391 -1.909759
C -3.097914 2.048451 -2.014334
C -3.319415 3.385691 -1.883800
C -2.332240 4.330684 -1.655014
C -0.994985 3.903391 -1.524439
H -1.522886 0.544411 -2.185780
H -3.895227 1.355494 -2.233573
H -4.344165 3.718248 -2.021889
H -2.647508 5.307441 -1.512060
H -0.171521 4.619090 -1.264677

Cartesian forces (eV/Å) of the 6 atoms listed first:
Dy 0.5384 0.0300 0.1311
O 0.4232 0.7304 -0.5729
C -1.1689 -1.8808 -0.0950
O 0.1377 0.1312 -0.7186
C 0.2583 0.7421 0.6726
C -0.9951 0.0431 -0.0145

Calculated values
total energy: -186753.936 eV
energy relative to the best compared isomer or geometry (same formula, charge and spin): 363.8 kJ/mol
LUMO (alpha / beta): -1.950 / -1.013 eV
maximum force: 0.05094 Eh/bohr
HOMO energy (alpha / beta): -7.35 / -7.35 eV
spin multiplicity: 6

=====

(2)
ORCA calculation (wB97M-V/def2-TZVPD) on an isolated molecule of C21H17F2N5 at a distorted geometry.

CARTESIAN COORDINATES (ANGSTROEM)
F -3.040907 -1.706140 0.654963
C -3.975150 -0.740137 0.498863
C -5.306221 -1.108854 0.526458
C -6.278010 -0.131471 0.404279
C -5.907023 1.196486 0.272305
C -4.570078 1.547827 0.253657
C -3.569162 0.583653 0.348375
C -2.153653 0.973386 0.349189
C -1.220748 0.531314 -0.501505
C 0.185567 0.924869 -0.394509
C 1.167013 0.187722 -0.945446
C 0.906421 -1.062554 -1.732313
C -0.514320 -1.579483 -1.541644
C -1.494078 -0.413462 -1.635172
H -1.337438 0.114546 -2.580971
H -2.523431 -0.765289 -1.614397
H -0.613990 -2.046104 -0.560340
H -0.742859 -2.329571 -2.299391
H 1.078775 -0.841717 -2.792652
H 1.629180 -1.830507 -1.446152
C 2.634158 0.538842 -0.790232
N 2.732994 1.892976 -0.322408
C 1.721774 2.613246 0.218267
N 2.187311 3.793562 0.568486
N 3.477318 3.774013 0.236148
N 3.822315 2.677371 -0.284005
N 0.477872 2.093285 0.326512
H -0.266328 2.735050 0.546052
C 3.295197 -0.407565 0.194943
C 4.207281 -1.365395 -0.225912
C 4.817847 -2.239001 0.654004
C 4.510406 -2.155683 2.000162
C 3.598538 -1.213440 2.445980
C 2.994810 -0.350264 1.549692
H 2.282412 0.380746 1.902773
H 3.355995 -1.149859 3.495369
H 4.982783 -2.828110 2.699305
H 5.522056 -2.963534 0.276970
F 4.503713 -1.460951 -1.541224
H 3.150946 0.464307 -1.756817
H -1.897684 1.675639 1.133090
H -4.284911 2.584501 0.150887
H -6.662792 1.962234 0.187445
H -7.320934 -0.407134 0.421721
H -5.562950 -2.149329 0.649201

Cartesian forces (eV/Å) of the 6 atoms listed first:
F -0.0954 0.1224 -0.0714
C -0.0788 0.1819 0.0577
C 0.1219 -0.0881 -0.0080
C 0.0652 0.0006 0.0022
C -0.1028 0.1160 0.0003
C -0.0400 -0.1496 -0.0065

Calculated values
total energy: -34937.507 eV
LUMO: 0.341 eV
maximum force: 0.03532 Eh/bohr
HOMO energy: -8.45 eV
spin multiplicity: 1

=====

(3)
ORCA calculation (wB97M-V/def2-TZVPD) on a cluster of 2 separate species, C21H17F6N7O4S in total at a distorted geometry.

CARTESIAN COORDINATES (ANGSTROEM)
N -2.023612 3.120356 0.989264
C -0.943421 3.410838 1.343123
C 0.405917 3.690732 1.731472
C 1.394459 2.944800 1.068581
C 2.723141 3.077741 1.512025
N 3.795517 2.217971 1.282859
O 4.042099 1.375033 0.435413
O 4.838744 2.717847 2.143331
N 4.380375 3.709331 2.968766
C 3.083556 3.898481 2.596125
C 2.063315 4.672221 3.271589
N 2.347719 5.525698 4.414583
O 3.492142 5.946004 4.665693
O 1.363741 5.796020 5.148607
C 0.738848 4.526236 2.837672
H 1.165712 2.246019 0.269329
H -0.036450 5.056021 3.388785
F 2.242468 -7.132707 -0.317015
C 1.055073 -6.937294 0.335541
F 0.064021 -7.460801 -0.461469
F 1.095210 -7.693597 1.479940
C 0.826136 -5.473214 0.643170
C -0.386488 -4.932570 0.266338
C -0.618932 -3.547870 0.431642
N -1.554728 -2.962082 -0.418706
C -2.041444 -1.652952 -0.514958
S -1.853902 -0.393409 0.575553
N -2.674543 -1.564586 -1.735247
C -3.403935 -0.395914 -2.268537
C -2.389203 0.586864 -2.885152
C -2.617941 1.010570 -4.396946
C -2.411111 2.537321 -4.447677
C -1.882992 2.930563 -3.046234
N -2.137389 1.783321 -2.205192
C 0.222295 -2.838922 1.279460
C 1.478984 -3.359447 1.567933
C 2.440453 -2.374137 2.185158
F 3.741457 -2.734503 2.031896
F 2.295460 -1.138093 1.589175
F 2.213753 -2.188676 3.530001
C 1.816305 -4.678542 1.246205
H -1.129483 -5.565669 -0.219236
H -1.907333 -3.611214 -1.139061
H -2.802831 -2.462272 -2.231546
H -4.044388 -0.812739 -3.062068
H -4.035987 0.037812 -1.474839
H -1.452606 -0.016436 -2.931348
H -1.787181 0.569977 -4.970925
H -3.599966 0.703756 -4.799141
H -1.706568 2.843259 -5.220081
H -3.354749 3.071982 -4.655856
H -0.798053 3.205928 -3.054683
H -2.415126 3.838895 -2.696969
H -2.061623 1.806399 -1.188679
H -0.052354 -1.849165 1.633199
H 2.797426 -5.081211 1.479114

Cartesian forces (eV/Å) of the 6 atoms listed first:
N 2.5836 0.7858 0.8686
C -2.7320 -0.4207 -0.8257
C 1.4342 -1.2825 -0.7370
C -0.5830 0.4586 0.3806
C 0.5248 -1.4468 0.4160
N 0.0149 1.5549 -0.5593

Calculated values
total energy: -67805.602 eV
energy relative to the best compared isomer or geometry (same formula, charge and spin): 113.2 kJ/mol
LUMO: -2.462 eV
maximum force: 0.06067 Eh/bohr
HOMO energy: -8.10 eV
spin multiplicity: 1

=====

(4)
ORCA calculation (wB97M-V/def2-TZVPD) on a structure of composition C21H17FIrN3O8 at a distorted geometry.

CARTESIAN COORDINATES (ANGSTROEM)
Ir 2.690535 0.814459 -0.455958
O 6.711117 0.610754 3.903963
C 5.499805 0.703335 4.396689
O 5.247853 0.592249 5.568079
C 4.366720 0.976125 3.450280
C 3.086488 1.308232 3.865557
N 2.321813 1.445453 2.779538
N 3.028989 1.224328 1.674210
C 4.275156 0.943596 2.047815
C 5.257251 0.744328 0.927890
O 6.444800 0.677593 1.137367
O 4.707371 0.695628 -0.258578
H 6.760823 0.665626 2.926084
H 2.718817 1.446283 4.868585
H 1.365050 1.783619 2.680399
C -4.574464 1.477817 -1.349023
C -4.373052 0.144031 -0.627854
C -5.029607 -0.982334 -1.411815
C -4.724698 -2.330845 -0.774296
C -3.238548 -2.531673 -0.755439
C -2.682813 -3.794177 -0.868680
C -1.305904 -3.948460 -0.887694
F -0.784595 -5.171391 -0.995871
C -0.452482 -2.874889 -0.801627
C -0.991416 -1.594906 -0.644223
C -0.126287 -0.470647 -0.441217
O 1.143407 -0.627101 -0.536461
C -0.757530 0.729076 -0.051658
C -2.114597 0.848355 -0.047612
N -2.928082 -0.150697 -0.438164
C -2.397765 -1.412960 -0.629971
C 0.160278 1.825087 0.412186
O 0.008431 2.296680 1.523258
O 1.083963 2.129372 -0.450968
H -5.598008 1.530421 -1.716211
H -3.902229 1.550883 -2.205224
H -4.418810 2.335844 -0.697817
H -4.830927 0.196181 0.364943
H -4.649991 -0.972114 -2.437556
H -6.103100 -0.806644 -1.446478
H -5.206013 -3.136879 -1.325968
H -5.116687 -2.356941 0.247425
H -3.323824 -4.663563 -0.933568
H 0.618312 -3.013202 -0.835465
H -2.589081 1.767882 0.259959
C 2.212054 1.943100 -3.293667
C 2.885466 0.884869 -2.506930
O 3.505730 -0.077157 -2.789567
H 2.338527 1.751874 -4.358753
H 2.625447 2.917533 -3.033789
H 1.156303 1.955953 -3.026146

Cartesian forces (eV/Å) of the 6 atoms listed first:
Ir -0.0289 -0.3031 1.1847
O 0.6010 -0.1273 -0.1533
C -0.8451 0.1094 0.3729
O 0.1968 0.0487 -0.1973
C 0.2038 -0.0410 -0.4243
C 0.1926 -0.0783 0.1002

Calculated values
total energy: -48453.145 eV
energy relative to the best compared isomer or geometry (same formula, charge and spin): 143.9 kJ/mol
LUMO (alpha / beta): -5.520 / -5.927 eV
maximum force: 0.04144 Eh/bohr
HOMO energy (alpha / beta): -12.07 / -12.06 eV
net charge: +1
spin multiplicity: 2

=====

(5)
ORCA calculation (wB97M-V/def2-TZVPD) on a structure of composition C21H17IN7O3Ti at a distorted geometry.

CARTESIAN COORDINATES (ANGSTROEM)
Ti 0.819642 -0.249551 -1.027556
C -1.126658 2.555228 -3.899492
C -1.723416 2.379842 -2.540266
N -2.597321 3.261992 -2.122861
C -3.164032 3.143996 -0.924010
C -2.922181 2.097866 -0.061136
C -3.647196 1.987345 1.260432
O -4.348774 0.767408 1.385900
C -1.963835 1.122871 -0.455684
C -1.717990 -0.054814 0.298636
N -0.700188 -0.851082 0.049465
C -0.548156 -2.063833 0.714945
C -0.746444 -2.218964 2.090775
C -0.558951 -3.450670 2.689637
C -0.197810 -4.555006 1.932402
C -0.010691 -4.430513 0.561784
C -0.187210 -3.194452 -0.025954
I 0.004003 -2.933689 -2.158270
C -1.307598 1.296441 -1.716648
O -0.371162 0.473712 -2.111933
H -1.435190 3.515107 -4.303740
H -0.037118 2.495065 -3.859013
H -1.470520 1.766980 -4.570869
H -3.846142 3.940587 -0.662180
H -2.937122 2.000092 2.095298
H -4.317778 2.846495 1.379913
H -5.141699 0.799894 0.838502
H -2.461627 -0.352053 1.036952
H -1.038912 -1.362558 2.681882
H -0.695737 -3.545105 3.755094
H -0.056800 -5.514745 2.403850
H 0.256324 -5.283688 -0.041376
N 4.747796 -1.807300 -1.280862
C 3.528957 -1.925087 -1.813793
N 2.664479 -1.237888 -1.078284
C 3.450659 -0.692937 -0.069774
N 4.721092 -1.043739 -0.190872
C 2.850346 0.166309 0.896125
C 3.498546 0.703801 2.013344
N 2.912121 1.529021 2.845873
C 1.644701 1.882793 2.557521
C 0.962560 1.379704 1.478996
N 1.528249 0.479543 0.634646
H 5.626047 -2.196680 -1.594353
H 3.302740 -2.503107 -2.692128
H 4.524366 0.429956 2.211925
H 1.181688 2.587361 3.232715
H -0.054024 1.693089 1.249564
O 1.355632 2.604853 -1.416129
C 1.752333 1.560113 -1.678990

Cartesian forces (eV/Å) of the 6 atoms listed first:
Ti 2.0214 -2.1512 -0.7402
C 0.0692 -0.1012 -0.0441
C 0.4146 -0.2240 -0.0098
N 0.0831 0.1561 -0.3363
C -0.0833 -0.2544 0.4606
C 0.1319 -0.2285 -0.0376

Calculated values
total energy: -69836.273 eV
LUMO (alpha / beta): -3.880 / -4.105 eV
maximum force: 0.06135 Eh/bohr
HOMO energy (alpha / beta): -9.09 / -11.68 eV
net charge: +1
spin multiplicity: 3